{
  "formula": "H13O6S",
  "method": "ωB97M-V with the def2-TZVPD basis set",
  "species": ["S", "H", "H", "H", "O", "H", "H", "O", "H", "H", "O", "H", "H", "O", "H", "H", "O", "H", "H", "O"],
  "coordinates": [[-0.794, -1.649, -0.762], [-0.218, -2.735, -1.273], [-2.971, -0.720, 2.211], [-2.414, -0.696, 0.746], [-2.883, -0.180, 1.419], [2.670, -0.945, 2.296], [1.390, -0.697, 1.568], [1.732, -0.799, 2.476], [-0.853, 1.611, 2.433], [0.436, 0.784, 2.623], [0.109, 1.643, 2.306], [0.877, 1.843, -2.405], [0.070, 1.224, -3.444], [0.768, 1.889, -3.366], [1.321, -1.196, -1.155], [2.711, -0.924, -1.913], [2.195, -0.730, -1.120], [-0.922, 0.766, -0.298], [-0.161, 1.885, 0.337], [-0.608, 1.663, -0.497]],
  "lowdin_charge": [0.092, -0.374, 0.025, -0.105, -0.108, 0.045, 0.022, -0.077, 0.044, 0.013, -0.072, 0.006, 0.029, -0.093, -0.125, 0.015, -0.152, -0.078, 0.001, -0.108],
  "energy_ha": -857.4950,
  "gap_ev": 7.520,
  "lumo_ev": 3.43,
  "e_homo_ha": -0.150,
  "total_charge": -1,
  "de_lowest_kj_mol": 79.3
}